1.
Computed, not measured: a molecular structure, C27H31N5O3S in a non-equilibrium geometry, with ωB97M-V/def2-TZVPD.

Positions of all 67 atoms, in Å:
C 1.756 0.929 2.591
C 2.356 1.562 1.340
C 1.695 1.045 0.048
C 0.401 1.789 -0.192
C 0.534 3.106 -0.769
C 1.878 3.642 -1.204
C 2.307 3.148 -2.556
N 1.674 2.228 -3.147
C -0.543 3.905 -0.984
C -1.829 3.398 -0.675
N -2.977 4.038 -0.858
S -4.141 3.012 -0.400
N -3.247 1.760 0.032
C -1.966 2.086 -0.148
C -0.827 1.258 0.125
C -0.989 -0.132 0.698
C -2.029 -0.311 1.794
C -2.175 -1.808 2.108
N -0.885 -2.416 2.496
O 3.772 1.492 1.276
C 4.332 0.209 1.516
C 5.550 0.005 0.636
C 5.624 0.585 -0.618
C 6.727 0.347 -1.425
C 7.741 -0.467 -0.961
C 7.677 -1.044 0.295
C 6.575 -0.802 1.101
H 1.630 -0.143 2.439
H 2.422 1.039 3.439
H 0.771 1.334 2.795
H 2.127 2.622 1.399
H 1.527 -0.021 0.115
H 2.337 1.224 -0.805
H 1.848 4.727 -1.224
H 2.676 3.374 -0.512
H 3.194 3.613 -2.985
H 2.118 2.017 -4.039
H -0.456 4.892 -1.407
H -1.152 -0.844 -0.114
H -0.050 -0.405 1.146
H -1.682 0.159 2.712
H -3.007 0.043 1.509
H -2.600 -2.270 1.219
H -2.918 -1.912 2.893
H -0.692 -3.194 1.878
H -0.985 -2.822 3.416
H 3.628 -0.588 1.281
H 4.646 0.161 2.556
H 4.807 1.215 -0.926
H 6.758 0.814 -2.396
H 8.597 -0.671 -1.586
H 8.487 -1.673 0.622
H 6.544 -1.250 2.083
C -7.140 -3.473 -2.971
C -7.097 -4.492 -2.028
C -6.553 -4.257 -0.776
C -6.063 -2.997 -0.489
C -6.092 -1.970 -1.415
C -6.636 -2.216 -2.666
N -5.497 -2.735 0.843
O -5.450 -3.658 1.631
O -5.100 -1.610 1.069
H -7.569 -3.659 -3.947
H -7.489 -5.471 -2.268
H -6.515 -5.045 -0.039
H -5.698 -0.995 -1.170
H -6.667 -1.424 -3.402

Calculated values
Kohn-Sham gap (eV): 7.883

Results of the Löwdin charge analysis, in e, for atoms 1 through 2: number 1, C, carries -0.0222; number 2, C, carries -0.3722

2.
Computed, not measured: C5H4N2 in the gas phase, with ωB97M-V/def2-TZVPD.

Positions of all 11 atoms, in Å:
C 2.109 -0.369 0.231
C 1.890 0.110 -0.909
C 0.436 0.101 -0.377
C -0.546 -0.877 -0.313
C -1.705 -0.192 0.104
N -1.472 1.100 0.297
N -0.172 1.254 0.022
H 2.341 -0.793 1.190
H -0.420 -1.926 -0.536
H -2.701 -0.585 0.263
H 0.241 2.176 0.028

Calculated values
Kohn-Sham gap (eV): 9.029

Results of the Löwdin charge analysis, in e, for atoms 1 through 2: number 1, C, carries 0.1189; number 2, C, carries -0.0077

Calculated energy above the lowest of the compared OMol25 structures with the same formula, charge and spin, 118.32, 95.46 kcal/mol (same order as the records).